C20H30O10 | ωB97M-V/def2-TZVPD

The geometry in XYZ format:
```
60
Properties=species:S:1:pos:R:3:forces:R:3
O -5.022 3.703 -3.490 5.0228 0.3186 -0.8088
C -3.764 3.835 -3.510 -5.1100 -0.9669 2.3283
O -2.936 2.831 -3.082 -0.0850 0.8413 -0.6303
C -1.610 3.352 -2.770 -0.8523 0.7805 -0.5280
C -1.709 4.886 -2.998 -0.5110 0.8995 0.9372
C -3.015 5.100 -3.764 0.3129 -1.3060 -0.8898
H -0.882 2.937 -3.467 -0.0318 -0.4001 0.3208
H -1.476 3.083 -1.722 0.5721 -0.0718 -0.2655
H -0.835 5.408 -3.386 0.0533 -0.5459 -0.4869
H -1.856 5.401 -2.049 -0.0164 -0.2246 0.3479
H -2.906 4.910 -4.832 0.4902 0.9040 -0.5212
H -3.639 5.977 -3.590 0.3294 -0.1514 0.0743
O 1.201 -4.050 -2.677 2.3549 -1.3581 1.6498
C 2.261 -4.220 -2.069 -2.6115 -0.2120 -1.9383
O 2.804 -5.443 -1.726 -0.0420 0.4293 -0.5534
C 4.035 -5.253 -1.028 0.7521 0.7324 2.0327
C 4.146 -3.766 -0.741 -0.8229 2.0681 0.3397
C 3.161 -3.121 -1.704 0.3166 0.4070 -0.1476
H 4.996 -5.609 -1.400 -0.6220 -0.4295 -1.3114
H 3.981 -5.715 -0.042 -0.4237 -0.5185 -0.1601
H 5.100 -3.240 -0.705 0.2959 -0.6602 -0.3952
H 3.695 -3.483 0.210 0.1548 -0.5768 0.4620
H 3.542 -2.771 -2.664 0.3670 0.1287 0.0505
H 2.548 -2.321 -1.289 0.2670 0.0694 0.0499
O 2.972 -0.185 1.318 1.3204 0.4360 2.5561
C 3.788 -0.305 2.251 -4.7462 0.4738 -2.3236
O 4.866 -0.954 1.985 1.9242 -0.8339 -0.0241
C 5.594 -1.197 3.172 0.2015 0.8894 1.1194
C 5.057 -0.035 4.144 2.0910 -0.4013 -0.0666
C 3.665 0.159 3.743 -1.7159 -1.1184 -2.1977
H 6.657 -1.147 2.936 -0.0704 0.3167 0.1527
H 5.400 -2.229 3.464 -0.2584 0.1074 0.4792
H 5.537 0.891 3.825 0.8146 -0.1501 0.4544
H 5.200 -0.259 5.201 0.2235 0.1806 -0.1573
H 3.148 1.115 3.659 0.6864 0.3341 0.5039
H 3.001 -0.478 4.327 -0.2645 -0.3183 -0.4283
O -6.641 2.183 -1.870 2.2674 -1.5578 3.7958
C -5.954 1.739 -0.929 -0.8496 1.4358 -2.1674
O -5.843 0.403 -0.691 -1.5088 -0.5485 -2.2053
C -5.031 -0.023 0.355 0.1033 2.7483 1.1620
C -4.843 1.341 1.116 0.4047 -1.9326 2.0542
C -5.052 2.429 0.160 0.2102 0.5941 -1.7615
H -4.053 -0.361 0.013 -0.3111 -0.3854 -0.1334
H -5.589 -0.696 1.007 0.2752 -0.3770 -0.3768
H -3.829 1.273 1.509 -0.1595 0.5368 0.4352
H -5.591 1.404 1.906 0.1778 -0.1875 0.3158
H -4.044 2.677 -0.172 -0.1073 -0.0894 -1.1602
H -5.388 3.402 0.519 -0.6862 -0.3901 0.1474
O -1.749 0.865 -0.216 2.2154 -3.9659 2.7958
C -1.183 -0.085 0.441 -1.3170 4.4729 -3.0304
O -1.789 -0.753 1.396 -1.0333 -0.7669 0.2279
C -0.939 -1.813 1.869 0.5296 -0.1007 1.1810
C 0.213 -1.886 0.890 -0.6567 -2.6098 -0.2314
C 0.252 -0.545 0.385 -0.1983 2.9631 -0.9925
H -1.459 -2.771 1.889 -0.3701 0.3699 0.2318
H -0.614 -1.517 2.866 -0.1179 -0.1367 0.1847
H -0.212 -2.581 0.166 0.8024 -0.2384 -0.5698
H 1.182 -2.215 1.266 -0.2965 -0.2429 0.1910
H 0.701 -0.296 -0.577 0.0848 -0.2866 0.1756
H 0.751 0.017 1.174 0.1750 0.6226 -0.2943
```
Positions in Å, forces in eV/Å.

Calculated values
Energy = -41699.324 eV
SMILES = O=C1CCCO1.O=C1CCCO1.O=C1CCCO1.O=C1CCCO1.O=C1CCCO1
Charge = 0
Multiplicity = 1
HOMO-LUMO gap = 9.042 eV
E_LUMO = 0.012 eV

These are the Löwdin partial charges, in e, on atoms 1 to 8: O 0.06; C -0.43; O 0.00; C -0.12; C -0.14; C -0.09; H 0.12; H 0.11


C3H4O | ωB97M-V/def2-TZVPD

The geometry in XYZ format:
```
8
Properties=species:S:1:pos:R:3:forces:R:3
C -0.423 -0.322 -0.032 3.4118 -2.0118 0.5497
C -1.676 0.028 -0.028 -0.1911 -1.5841 -0.2879
C 1.018 0.290 -0.048 -0.7127 1.1392 -0.3926
O -2.836 -0.054 -0.075 -0.0950 1.0582 0.1099
H -0.267 -1.458 0.241 -1.0950 2.1852 -0.5633
H 1.788 -0.237 -0.695 -1.3012 0.3012 0.9115
H 1.351 0.399 0.982 0.3118 -0.6589 0.0689
H 1.044 1.354 -0.344 -0.3286 -0.4290 -0.3961
```
Positions in Å, forces in eV/Å.

Calculated values
Energy = -5221.498 eV
SMILES = CC=C=O
Charge = 0
Multiplicity = 1
HOMO-LUMO gap = 9.215 eV
E_LUMO = 0.300 eV

Charges obtained by Löwdin population analysis, quoted in units of e: C -0.15; C -0.23; C -0.12; O 0.15; H 0.15; H 0.09; H 0.05; H 0.06


CH23O11 | ωB97M-V/def2-TZVPD

The geometry in XYZ format:
```
35
Properties=species:S:1:pos:R:3:forces:R:3
C -0.068 0.124 -0.006 1.4935 1.0928 -0.4577
O 0.354 -1.071 -0.478 -0.1228 -2.0726 -0.2696
H 0.822 0.690 0.223 0.1573 1.1559 0.0512
H -0.533 0.116 0.966 -1.2831 -0.1065 0.3208
H -0.540 0.676 -0.833 -0.8474 0.3825 0.7164
O 0.420 -0.133 -2.937 -0.7616 -1.8323 -0.4108
H 0.593 0.783 -2.838 0.3852 1.4775 0.4242
H 0.285 -0.563 -2.036 0.7577 0.1800 -0.4235
O 0.351 -0.734 4.320 0.1519 1.0201 0.6046
H -0.284 -1.303 4.701 -1.1920 -0.6891 1.8644
H 0.272 -1.162 3.485 1.2169 -0.3879 -1.9762
O -1.876 -2.349 -0.222 2.1088 -1.8435 -1.4371
H -2.454 -1.717 0.087 -1.9660 2.1182 1.0609
H -1.041 -1.842 -0.521 -0.3891 -0.5450 0.5909
O -1.124 1.600 3.226 -0.4667 1.6357 0.2241
H -0.307 1.851 2.793 0.2251 -0.2180 -0.0650
H -1.266 0.691 3.037 0.1670 -1.1651 -0.1314
O -1.179 3.619 -0.461 -1.3737 3.0596 -1.6729
H -1.392 4.563 -0.914 0.6154 -3.3896 1.7403
H -2.059 3.205 -0.334 0.6723 0.3464 -0.0821
O 0.915 -2.272 2.239 -0.7565 0.7272 -0.2078
H 0.674 -1.818 1.393 0.5578 -0.9221 -0.0406
H 1.625 -2.901 2.134 0.0903 -0.0338 -0.6268
O 0.608 2.746 -2.543 -2.8319 2.4249 -0.3706
H 0.365 3.429 -3.254 0.9277 -1.6549 1.1511
H -0.213 2.922 -1.942 2.0520 -0.7748 -0.7263
O 2.830 0.473 1.414 -0.9318 -1.9966 -2.2431
H 2.356 0.280 0.533 0.9588 1.1691 1.5175
H 2.934 -0.490 1.575 0.2870 0.7044 0.8101
O -2.298 0.052 -3.440 0.4241 0.5360 -1.8450
H -1.310 0.013 -3.396 -0.4278 -0.2389 0.5460
H -2.684 -0.075 -2.597 -0.0402 -0.3625 1.3053
O 2.084 -3.134 -0.950 -2.1344 -0.3604 -1.0593
H 1.266 -2.488 -0.699 2.1859 -1.6762 -1.2907
H 1.866 -3.771 -1.736 0.0903 2.2392 2.4087
```
Positions in Å, forces in eV/Å.

Calculated values
Energy = -23933.193 eV
Charge = -1
Multiplicity = 1
HOMO-LUMO gap = 7.791 eV
E_LUMO = 2.203 eV

These are the Löwdin partial charges, in e, on atoms 1 to 8: C -0.28; O -0.41; H 0.05; H 0.06; H 0.07; O -0.09; H -0.03; H 0.01


C25H45CrN2OP3Se | ωB97M-V/def2-TZVPD

The geometry in XYZ format:
```
78
Properties=species:S:1:pos:R:3:forces:R:3
Cr 0.194 -0.118 0.093 -0.8633 0.0177 0.4284
P 1.779 -1.054 1.689 0.5484 -0.2174 0.4210
P 1.334 2.097 -0.711 0.2606 1.3875 -0.4233
P -0.765 -2.145 -0.507 0.0325 -1.1941 -0.0217
H -0.470 2.375 -8.347 -0.3935 -0.3433 0.0089
C -1.361 1.785 -8.099 -0.5800 0.4588 0.3679
C -2.373 2.334 -7.408 0.5168 -0.1489 -0.3726
H -2.340 3.393 -7.104 -0.0723 -0.6486 -0.0907
C 3.095 -1.918 0.751 -0.0038 0.0530 -0.1191
C 2.718 0.001 2.860 0.0899 0.1568 -0.0303
C 1.152 -2.349 2.825 -0.5577 -0.1615 0.0995
C 1.097 3.372 -1.945 0.0693 0.2639 -0.0091
C 1.370 2.846 0.924 -0.0119 -0.1057 0.4158
C 2.893 1.300 -1.109 0.1882 -0.7086 0.0590
C -2.021 -1.920 -1.791 -0.1429 0.3934 -0.2293
C -1.641 -3.130 0.747 -0.0096 -0.0337 0.3215
C 0.411 -3.317 -1.241 -0.0304 -0.1327 -0.1024
H -1.426 0.759 -8.481 0.1324 0.3923 0.1807
H -3.279 1.757 -7.169 0.4042 0.4236 -0.2068
H 3.855 -2.315 1.438 -0.2047 0.0903 -0.1786
H 3.576 -1.233 0.045 0.0461 -0.2432 0.1821
H 2.662 -2.740 0.168 0.1609 0.1681 0.2168
H 3.370 -0.618 3.500 -0.2415 0.1724 -0.3284
H 2.025 0.546 3.516 0.1017 -0.1135 -0.1213
H 3.345 0.728 2.326 -0.0916 -0.1588 0.1570
H 1.545 -3.344 2.566 -0.0937 0.3652 0.0386
H 0.055 -2.374 2.781 0.3950 -0.1587 0.0188
H 1.423 -2.118 3.866 0.0342 -0.0472 -0.3526
H 1.741 4.226 -1.681 -0.2248 -0.1960 -0.2177
H 0.041 3.651 -1.970 0.1267 0.1207 0.0069
H 1.375 2.972 -2.926 -0.0318 0.1151 0.1283
H 2.077 3.688 0.895 -0.1005 -0.1802 -0.0494
H 1.694 2.132 1.701 -0.1380 0.2852 -0.4430
H 0.369 3.213 1.185 0.2797 -0.0563 -0.2324
H 3.616 2.084 -1.357 -0.0994 0.0139 -0.0541
H 2.767 0.642 -1.978 0.0936 0.2258 0.0492
H 3.303 0.698 -0.288 -0.2330 0.3470 -0.1523
H -2.877 -2.569 -1.557 0.2250 0.2802 -0.2535
H -1.593 -2.185 -2.767 -0.1736 0.0844 0.1931
H -2.339 -0.872 -1.821 -0.1920 -0.2479 -0.0627
H -2.456 -3.664 0.240 0.2419 0.0508 0.2992
H -2.070 -2.471 1.514 -0.0236 -0.3144 -0.3516
H -0.960 -3.853 1.213 -0.2309 0.1944 -0.0752
H -0.160 -4.008 -1.879 0.3596 0.0572 0.1633
H 0.936 -3.876 -0.455 -0.1395 0.0815 -0.2866
H 1.138 -2.764 -1.848 -0.1186 -0.2776 -0.0146
C -1.336 0.910 -3.600 -0.2625 0.1440 -0.0498
C -0.075 0.292 -3.957 0.0285 -0.3745 0.2315
C 0.028 -0.590 -5.013 1.0207 0.4699 0.6681
C -1.097 -0.949 -5.756 -0.5890 -0.1652 -0.2301
C -2.330 -0.346 -5.477 -0.2783 0.3911 -0.0284
C -2.423 0.660 -4.532 -0.3045 -0.1440 0.1399
O -1.515 1.583 -2.534 0.7020 -0.7691 -0.6381
H 0.020 1.484 -0.983 0.4254 -0.3214 0.2700
H 0.765 0.512 -3.293 0.0357 -0.0665 -0.3467
H 1.004 -1.001 -5.281 -0.3085 0.0457 0.1440
H -1.018 -1.666 -6.579 0.0157 0.2387 0.3456
H -3.195 -0.627 -6.081 0.2228 0.2670 0.1681
H -3.306 1.290 -4.423 0.0578 -0.4172 0.0494
C -0.536 2.764 3.806 0.0665 0.2608 -0.0845
N -1.023 1.407 3.996 0.0402 -0.5666 -1.1143
C -1.475 0.568 3.013 0.3082 -0.7189 2.1898
Se -1.757 0.902 1.190 0.0127 0.4862 -0.1411
N -1.656 -0.644 3.615 0.1410 0.4540 -0.5575
C -1.216 -0.606 4.936 0.1097 -0.6852 0.1746
C -1.016 -1.630 5.863 -0.0789 0.0840 0.2904
C -0.425 -1.273 7.081 -0.1603 -0.2534 -0.3795
C -0.001 0.046 7.329 -0.2940 0.5843 -0.6131
C -0.173 1.052 6.365 -0.1855 -0.2449 0.4928
C -0.816 0.690 5.184 0.2986 0.1665 -0.2572
H -0.701 3.328 4.731 -0.1231 -0.0606 -0.3812
H -1.076 3.217 2.964 0.1792 -0.0210 0.4254
H 0.551 2.752 3.609 -0.4398 0.0063 0.0971
H -2.000 -1.474 3.139 -0.0161 0.5453 0.2548
H -1.327 -2.645 5.611 0.1158 0.2060 0.3521
H -0.273 -2.021 7.864 -0.0923 0.2047 -0.3984
H 0.443 0.286 8.293 -0.0299 -0.0131 -0.2670
H 0.131 2.084 6.516 0.0776 -0.2440 0.2164
```
Positions in Å, forces in eV/Å.

Calculated values
Energy = -153289.375 eV
Charge = +3
Multiplicity = 4
HOMO-LUMO gap (alpha / beta) = 5.591 / 5.774 eV
E_LUMO (alpha / beta) = -9.826 / -9.625 eV

These are the Löwdin partial charges, in e, on atoms 1 to 8: Cr -0.04; P 0.78; P 0.82; P 0.73; H 0.06; C -0.07; C -0.09; H 0.06


C3H9NS | ωB97M-V/def2-TZVPD

The geometry in XYZ format:
```
14
Properties=species:S:1:pos:R:3:forces:R:3
C -1.003 2.649 0.035 0.7076 0.1633 -0.4202
N 0.281 2.708 0.443 0.3433 0.1992 0.9667
H -1.185 2.540 -1.054 -0.8009 0.1971 0.3750
H -1.801 2.737 0.783 -0.4625 -0.3622 -0.4108
H 0.066 0.164 0.496 0.2525 0.5331 -0.0565
H 0.762 3.600 0.313 0.1734 -0.3935 -0.4092
C 1.568 -1.974 0.415 1.1324 0.0959 0.4965
C 0.417 -1.910 -0.580 0.3526 -0.5584 -0.0157
S -0.784 -0.604 -0.179 -0.3969 -0.4313 -0.3649
H 1.504 -1.320 1.288 -0.5197 0.0741 -0.1593
H 2.485 -1.643 -0.069 0.1456 0.0093 -0.1042
H 1.803 -2.956 0.835 -0.3179 -0.1868 -0.2651
H -0.052 -2.895 -0.654 -0.4357 0.2217 0.3083
H 0.850 -1.793 -1.579 -0.1737 0.4385 0.0595
```
Positions in Å, forces in eV/Å.

Calculated values
Energy = -15579.147 eV
Charge = -1
Multiplicity = 2
HOMO-LUMO gap (alpha / beta) = 4.014 / 5.072 eV
E_LUMO (alpha / beta) = 3.657 / 3.632 eV

These are the Löwdin partial charges, in e, on atoms 1 to 8: C -0.47; N -0.26; H -0.02; H -0.03; H -0.17; H -0.09; C -0.21; C -0.65


C2H4ClFS | ωB97M-V/def2-TZVPD

The geometry in XYZ format:
```
9
Properties=species:S:1:pos:R:3:forces:R:3
C -0.084 0.283 -0.436 -7.0376 1.4680 -1.0745
C 1.217 -0.024 -0.371 9.2292 -4.4312 0.2649
F 0.925 0.478 2.268 -0.3186 0.0711 0.8188
S 1.785 -1.665 -0.756 -0.5686 1.4216 0.1648
Cl 2.725 0.852 -0.039 -1.1691 0.6141 -0.6654
H -0.396 1.284 -0.541 -0.2921 1.1322 0.0241
H -0.775 -0.408 -0.929 0.3567 0.1117 0.2509
H 1.122 0.523 1.363 0.1466 -0.1573 0.2322
H 0.582 -2.225 -0.811 -0.3465 -0.2301 -0.0158
```
Positions in Å, forces in eV/Å.

Calculated values
Energy = -28208.893 eV
Charge = 0
Multiplicity = 3
HOMO-LUMO gap (alpha / beta) = 6.720 / 7.783 eV
E_LUMO (alpha / beta) = 0.474 / -2.918 eV

These are the Löwdin partial charges, in e, on atoms 1 to 8: C -0.10; C -1.13; F -0.10; S 0.81; Cl 0.59; H 0.06; H 0.06; H -0.07